Here is C34H43Cl2N2OOsP3 as an isolated structure from OMol25. Energies are from wB97M-V/def2-TZVPD.

The total charge is +2. Its energy is -96340.66630 eV. The expectation value of S² is 6.08. The strongest force on any atom comes out at 0.1758 Eh/bohr. Its spin multiplicity is 5. The lowest unoccupied orbital energy (spin up / spin down) is -0.21717 / -0.34564 hartree. The value obtained for the orbital gap (spin up / spin down) is 0.0956 / 0.1082 Ha.

Positions of all 86 atoms, in Å:
P 1.535 1.346 -3.226
C 3.098 1.310 -2.373
C 3.857 0.614 -3.356
H 3.341 -0.062 -4.035
C 5.170 0.970 -3.625
H 5.657 0.603 -4.526
C 5.806 1.857 -2.757
H 6.823 2.170 -2.971
C 5.143 2.369 -1.638
H 5.695 3.026 -0.963
C 3.789 2.063 -1.401
H 3.269 2.413 -0.512
C 0.759 -0.284 -3.091
C 1.269 -1.525 -2.648
H 2.047 -1.555 -1.886
C 0.738 -2.694 -3.197
H 1.172 -3.649 -2.941
C -0.308 -2.664 -4.103
H -0.608 -3.564 -4.621
C -0.916 -1.456 -4.389
H -1.685 -1.389 -5.140
C -0.455 -0.292 -3.799
H -0.975 0.648 -3.978
C 0.484 2.666 -2.434
C 0.722 3.465 -3.562
H 1.474 3.106 -4.297
C -0.006 4.605 -3.837
H 0.192 5.127 -4.757
C -0.973 5.009 -2.928
H -1.564 5.889 -3.140
C -1.189 4.277 -1.772
H -1.932 4.625 -1.067
C -0.460 3.104 -1.482
H -0.586 2.596 -0.530
Os 0.142 -0.599 2.971
C -1.659 -1.414 2.235
C -2.045 -1.467 0.922
H -2.261 -1.886 3.010
C -1.100 -0.742 -0.032
O -1.876 0.346 -0.686
H -1.423 0.872 -1.379
C -0.085 -0.308 0.971
H -0.704 -1.359 -0.861
C 0.801 0.416 1.632
Cl -0.437 -1.439 5.293
Cl 2.525 0.109 3.777
P 1.480 -2.488 2.454
C 2.377 -2.985 3.952
H 1.642 -3.339 4.680
H 2.882 -2.089 4.346
H 3.110 -3.751 3.676
C 0.449 -3.919 2.001
H -0.032 -3.742 1.029
H -0.321 -4.032 2.774
H 1.079 -4.818 1.952
C 2.754 -2.426 1.144
H 3.273 -1.460 1.166
H 2.308 -2.578 0.152
H 3.484 -3.228 1.328
P -3.549 -2.180 0.378
C -4.144 -3.212 1.687
C -3.176 -3.126 -1.070
H -4.357 -2.636 2.594
H -3.437 -4.012 1.937
H -5.076 -3.676 1.350
H -2.822 -2.499 -1.891
H -4.093 -3.624 -1.390
H -2.426 -3.895 -0.867
C -4.703 -0.894 -0.001
H -4.874 -0.255 0.870
H -5.647 -1.362 -0.291
H -4.331 -0.278 -0.824
H 1.585 0.961 1.057
N 0.433 1.829 5.125
C -0.530 2.203 4.278
C -1.160 3.459 4.475
C -2.168 3.857 3.621
C -2.480 3.037 2.529
C -1.792 1.837 2.364
N -0.909 1.364 3.280
H 0.986 0.976 4.958
H 0.705 2.432 5.885
H -0.840 4.026 5.346
H -2.723 4.774 3.795
H -3.258 3.284 1.805
H -1.960 1.207 1.474